Record 1
114
Properties=species:S:1:pos:R:3:forces:R:3 method="wB97M-V/def2-TZVPD" spin_multiplicity=2 mol_weight_g_mol=1306.98 gap_ev="3.42 / 3.56" charge=-2 s_squared=0.771
Ti -0.386350 0.481312 0.077887 -1.307 2.133 -0.320
C -4.246838 1.422783 2.499877 0.100 -0.033 -0.235
C -4.186486 1.686856 0.987010 -0.952 0.073 0.341
C -5.009428 0.634363 0.219615 0.254 0.125 0.117
C -4.815925 3.063827 0.715443 0.199 -0.123 0.010
O -2.869099 1.635957 0.528774 1.568 0.097 -0.302
Ge -1.633285 3.061505 0.802568 0.541 0.345 -0.183
O -0.779468 2.482778 -1.013398 -1.421 -0.439 1.964
C -0.132989 3.510371 -1.763777 0.344 0.468 -0.308
C 0.885230 4.282673 -0.915294 -0.237 -0.584 0.140
C -1.201849 4.465883 -2.317811 0.001 -0.322 0.317
C 0.598341 2.880267 -2.950047 -0.197 -0.319 0.556
O -0.320816 2.008453 1.865654 -1.925 0.013 -1.847
C 0.458932 2.515506 2.948181 0.703 0.282 0.760
C 1.913627 2.661355 2.512640 -0.654 -0.430 -0.339
C -0.062580 3.883331 3.417709 -0.094 -0.377 -0.339
C 0.418971 1.532972 4.130338 -0.282 0.006 -0.378
H -5.282160 1.348226 2.834444 -0.071 0.064 0.073
H -3.750954 2.239906 3.028222 -0.026 0.001 0.072
H -3.727460 0.503625 2.767718 0.052 -0.044 0.028
H -6.072037 0.762964 0.422713 -0.099 0.013 0.024
H -4.726782 -0.377620 0.503257 -0.055 -0.006 -0.022
H -4.834652 0.746217 -0.851314 -0.006 0.023 -0.031
H -5.856307 3.079575 1.038569 -0.079 0.002 0.026
H -4.769928 3.291027 -0.348313 -0.005 0.035 -0.137
H -4.268254 3.838382 1.251794 -0.068 0.075 0.015
H 0.383151 4.830194 -0.113972 0.027 0.128 -0.006
H 1.458050 4.970323 -1.531618 0.053 0.131 -0.020
H 1.572079 3.563262 -0.459562 0.062 0.271 -0.067
H -1.709483 4.979384 -1.497385 -0.023 0.059 -0.052
H -1.940711 3.901826 -2.891305 -0.019 -0.006 -0.020
H -0.732497 5.198778 -2.970741 0.010 0.151 -0.038
H 1.378937 2.209971 -2.583193 0.032 0.160 -0.172
H 1.058900 3.645142 -3.571603 0.026 0.046 -0.088
H -0.110878 2.296444 -3.539390 -0.030 0.133 -0.116
H 1.990085 3.338995 1.664964 0.183 -0.010 0.052
H 2.283423 1.679789 2.191326 0.093 0.410 0.139
H 2.545993 3.024998 3.315108 0.092 0.074 0.145
H -0.000633 4.604672 2.601717 -0.014 0.093 0.024
H 0.555543 4.239335 4.238498 0.038 0.024 0.088
H -1.100795 3.811543 3.750540 -0.070 0.050 0.042
H 0.955796 0.618249 3.864740 0.002 0.065 0.064
H -0.603943 1.264468 4.397081 0.028 0.060 0.004
H 0.916089 1.980756 4.990599 0.076 0.041 0.029
N -0.628499 -1.961726 -2.201151 -0.275 -0.826 0.801
P -0.215493 -0.310172 -2.371753 -0.094 -0.042 -1.802
C -1.491515 0.054307 -3.645952 -0.187 -0.098 -0.136
C -1.452075 -0.575934 -4.892415 0.114 0.211 0.271
C -2.518322 -0.465276 -5.757146 -0.226 -0.016 -0.274
C -3.654771 0.242092 -5.386938 -0.037 0.093 0.185
C -3.711263 0.855721 -4.141134 -0.287 -0.084 -0.445
C -2.632718 0.767126 -3.284097 0.395 0.127 0.380
C 1.290297 -0.534237 -3.379455 0.201 0.278 0.446
C 2.283193 -1.355084 -2.835039 -0.088 0.014 0.096
C 3.574833 -1.326070 -3.340165 0.196 -0.161 -0.121
C 3.894085 -0.466237 -4.385280 -0.074 -0.132 0.096
C 2.901431 0.308777 -4.966780 -0.018 -0.021 -0.022
C 1.610990 0.282385 -4.465121 -0.206 -0.057 0.007
C -1.371473 -2.241252 -1.071129 0.234 1.282 -0.803
C -1.730271 -3.524717 -0.715324 -0.756 -0.893 0.701
C -2.517480 -3.721891 0.421061 0.668 0.736 -0.722
C -2.888412 -2.594479 1.154993 -0.375 -0.508 0.044
C -2.488812 -1.355557 0.723989 -0.029 0.007 -0.403
N -1.744288 -1.131332 -0.382344 -0.985 -2.159 0.787
H -0.028810 -2.698830 -2.554161 -0.143 0.234 0.027
H -0.574081 -1.140267 -5.178591 -0.011 -0.045 -0.001
H -2.472664 -0.943871 -6.726278 -0.016 -0.028 -0.076
H -4.494715 0.310975 -6.064221 -0.060 0.005 -0.055
H -4.604264 1.391204 -3.838939 0.044 0.035 -0.014
H -2.664822 1.267763 -2.320727 0.063 -0.062 0.058
H 2.059048 -1.947197 -1.949113 0.170 0.077 -0.107
H 4.361644 -1.906814 -2.867388 -0.191 0.133 -0.001
H 4.923973 -0.373894 -4.697557 0.048 0.011 -0.040
H 3.136193 0.971213 -5.789799 0.042 0.044 0.007
H 0.855540 0.926350 -4.898499 0.051 -0.008 -0.004
H -1.383257 -4.351251 -1.319849 0.020 -0.048 0.033
H -2.803173 -4.716780 0.731248 0.014 -0.053 -0.004
H -3.469825 -2.674711 2.063330 0.024 0.021 0.006
H -2.739088 -0.483794 1.303889 0.105 0.059 -0.022
Se 4.831248 2.859812 0.815978 -0.624 0.181 0.397
Sb 4.009938 1.308164 -0.924596 5.002 1.589 -1.470
Se 1.643403 0.861116 -0.319647 1.017 -0.067 1.170
Se 6.537560 1.619888 -2.067451 -0.431 -0.003 -0.741
Se 5.494610 -0.643208 -0.507652 -0.346 -0.993 0.296
O -1.511061 -0.806320 3.672486 -0.120 0.038 0.026
C -0.606399 -1.239287 2.984102 -0.627 -0.012 0.707
N 0.080693 -2.405646 3.273518 -0.109 -0.302 0.067
C 1.168138 -2.584526 2.333886 0.080 0.172 0.078
C 0.659543 -1.625966 1.261416 0.641 -1.241 -0.141
O 0.934706 -1.734591 0.067058 -0.382 0.088 0.423
N -0.187317 -0.750419 1.777163 0.025 0.163 -0.121
C 1.243107 -3.928103 1.673100 -0.073 -0.374 0.106
C 2.258007 -4.149023 0.747175 0.059 -0.169 0.128
C 2.268013 -5.313321 0.001843 0.073 0.035 -0.059
C 1.270577 -6.260419 0.167313 -0.082 -0.189 -0.052
C 0.261928 -6.043801 1.090609 -0.070 -0.158 -0.064
C 0.241947 -4.876885 1.834739 0.136 0.061 0.164
C 2.475990 -2.074875 2.907761 0.300 0.129 0.124
C 3.215698 -1.082138 2.283785 -0.467 0.065 -0.368
C 4.374938 -0.581817 2.851833 0.346 0.173 0.126
C 4.808302 -1.095189 4.061542 -0.010 0.134 -0.071
C 4.072965 -2.079176 4.702466 -0.104 -0.232 0.177
C 2.910650 -2.565695 4.132675 0.003 -0.108 0.009
H 0.158622 -2.673721 4.242087 0.068 0.158 -0.062
H 3.036516 -3.413552 0.608816 0.104 0.151 -0.029
H 3.056083 -5.474646 -0.718671 0.087 -0.008 -0.070
H 1.282451 -7.168030 -0.422157 -0.003 -0.050 -0.026
H -0.524322 -6.778030 1.220686 -0.005 -0.042 0.012
H -0.559308 -4.692874 2.538028 -0.008 0.061 0.014
H 2.863588 -0.673000 1.339052 0.305 -0.118 0.137
H 4.934893 0.204898 2.350529 -0.165 -0.093 -0.055
H 5.716736 -0.717236 4.505033 0.107 0.046 0.082
H 4.395570 -2.472022 5.657305 0.073 -0.026 0.080
H 2.330289 -3.327526 4.637766 0.019 -0.143 0.107


Record 2
91
Properties=species:S:1:pos:R:3:forces:R:3 method="wB97M-V/def2-TZVPD" mol_weight_g_mol=903.98 gap_ev="5.67 / 5.67" charge=+1
Ta -5.056215 -19.771053 -1.636965 2.434 -0.240 -1.718
C -1.244611 -19.607047 -0.921181 1.358 -0.297 0.097
N -2.095039 -19.029899 -1.938312 -1.010 0.908 0.068
C -1.500909 -19.174587 -3.271119 -0.453 -1.141 0.147
C -2.343990 -17.591185 -1.644252 0.481 -0.444 -0.529
C -3.537179 -17.053053 -2.403721 0.496 -0.346 0.507
C -3.432752 -15.751535 -2.854498 -0.173 0.991 -0.412
C -4.492135 -15.106633 -3.494551 -0.580 -1.020 -0.153
C -5.679913 -15.844854 -3.658036 0.188 0.091 -0.039
C -5.798162 -17.140775 -3.122197 0.171 1.002 -1.136
C -4.722101 -17.810496 -2.551450 0.170 0.574 1.094
H -0.264124 -19.050846 -0.782649 -0.932 -0.383 -0.300
H -0.983963 -20.636908 -1.223941 -0.163 0.346 0.259
H -1.739768 -19.632281 0.044301 -0.126 0.016 0.051
H -0.603429 -18.570419 -3.377923 0.211 0.228 -0.043
H -2.247448 -18.897851 -4.024166 0.297 -0.026 0.036
H -1.223429 -20.247098 -3.394102 -0.223 0.819 -0.112
H -1.439774 -16.989133 -1.893231 -0.364 -0.310 0.095
H -2.488682 -17.501978 -0.568124 -0.158 0.049 0.005
H -2.513061 -15.177155 -2.725508 -0.098 -0.365 0.076
H -4.372601 -14.098545 -3.895812 -0.128 -0.328 0.153
H -6.509430 -15.445372 -4.254395 0.271 -0.006 0.455
H -6.740393 -17.648285 -3.254764 -0.015 0.091 -0.027
O -2.475956 -24.464400 0.683567 -0.079 0.365 0.461
C -2.914762 -23.633780 1.651170 0.021 -0.186 -0.007
C -2.719689 -24.036750 2.986187 -0.443 1.043 -1.007
C -3.233007 -23.215619 3.964119 0.306 -0.242 1.184
C -3.916867 -22.033831 3.682939 -0.384 0.120 0.338
C -4.085238 -21.617929 2.384842 -0.040 0.430 0.235
C -3.550870 -22.398014 1.355947 -0.123 -0.180 -0.449
C -3.689935 -21.954471 -0.035002 0.467 -1.367 -0.400
O -3.931707 -20.691542 -0.289471 -0.301 0.382 0.296
N -3.503075 -22.821708 -1.009006 -0.293 1.006 0.954
N -3.601766 -22.186924 -2.214664 1.254 -0.954 -3.018
C -3.041799 -22.860059 -3.227104 -1.170 0.786 2.091
S -2.479176 -24.540926 -3.113347 0.056 0.751 -0.004
C -1.570220 -24.523275 -4.702235 -0.194 -1.074 0.279
C -2.309627 -23.602726 -5.646583 -0.617 -0.182 -0.518
S -2.816668 -22.111910 -4.783459 0.303 0.173 0.255
H -2.741474 -24.046399 -0.168851 0.109 -0.281 -0.182
H -2.166004 -24.940648 3.140240 0.064 -0.293 0.331
H -3.089190 -23.466733 5.025822 -0.072 -0.046 -0.569
H -4.352469 -21.455308 4.497204 0.218 -0.129 -0.171
H -4.621534 -20.670935 2.200077 0.450 -0.663 -0.203
H -1.602174 -25.601304 -5.027191 0.180 1.158 0.063
H -0.528885 -24.211848 -4.536951 -0.387 -0.086 -0.042
H -3.233897 -24.032242 -6.067580 0.525 -0.187 0.186
H -1.680364 -23.264620 -6.464174 0.101 -0.079 -0.138
O -6.862977 -18.868544 -1.439671 -3.527 -1.850 1.271
N -8.034149 -19.628456 -1.132292 3.978 -0.849 0.162
N -7.664310 -20.833195 -0.812540 2.067 3.335 -1.852
O -6.324646 -21.134249 -0.841916 -3.398 0.056 0.307
C -8.604010 -21.815665 -0.603185 -3.092 -2.000 0.884
C -10.001289 -21.549407 -0.454341 0.462 1.001 -0.365
C -10.884808 -22.577332 -0.189184 -0.585 0.014 0.480
C -10.456088 -23.884626 0.068010 -0.148 -0.107 -0.024
C -9.111065 -24.152541 -0.069689 -0.587 0.708 -0.605
C -8.251548 -23.143634 -0.485059 1.937 -0.732 0.510
H -10.405955 -20.530144 -0.568998 0.387 -0.610 0.077
H -11.952463 -22.349384 -0.088852 0.507 0.026 -0.127
H -11.151320 -24.689256 0.355805 0.303 0.635 -0.183
H -8.733396 -25.138479 0.064734 0.292 -0.517 0.100
H -7.217602 -23.460207 -0.613506 -0.046 0.403 -0.047
S -4.477424 -18.193546 0.988386 -1.027 0.055 0.161
C -5.692597 -17.167937 1.647883 0.453 0.842 -0.242
N -6.822082 -16.855110 0.933719 0.302 -0.542 0.690
C -7.748434 -15.962572 1.375573 -0.320 0.670 0.502
C -7.548393 -15.243697 2.533827 -0.007 0.123 -0.160
C -6.370730 -15.472509 3.305122 -0.746 -0.264 -0.422
C -5.506403 -16.446711 2.886361 0.207 -0.335 -0.286
H -6.986544 -17.410929 0.087881 0.131 0.450 0.164
H -8.645919 -15.832783 0.763492 0.462 -0.114 0.171
H -8.265778 -14.484091 2.872128 0.249 -0.540 -0.391
H -6.222230 -14.896379 4.231871 0.097 -0.435 -0.574
H -4.626377 -16.678835 3.475113 -0.018 -0.053 -0.219
C -6.050461 -21.141731 -6.599414 0.380 0.399 -0.658
Si -5.944043 -19.655530 -5.438025 0.689 -0.048 -0.297
C -7.498419 -18.615450 -5.563258 0.954 0.106 -1.399
C -4.438470 -18.702199 -6.142284 -0.524 -0.472 0.881
C -5.570372 -20.372331 -3.730183 1.486 -0.910 0.852
H -6.507079 -20.834999 -7.554236 -0.073 -0.109 0.293
H -6.567529 -21.994139 -6.216234 -0.756 -0.496 0.321
H -5.072012 -21.545576 -6.885000 0.109 0.310 0.212
H -8.047971 -18.836172 -6.476269 -0.074 -0.275 -0.086
H -7.191571 -17.584449 -5.692321 0.045 0.366 0.211
H -8.162543 -18.682327 -4.756386 -0.983 -0.136 1.276
H -4.776106 -18.000998 -6.870414 -0.412 0.647 -0.672
H -3.787393 -19.388640 -6.674875 0.274 -0.136 0.164
H -3.894358 -18.120847 -5.399658 0.139 -0.075 0.091
H -4.515932 -20.786307 -3.997605 -1.721 0.512 0.445
H -6.204813 -21.292139 -3.592495 0.534 0.469 -0.154